#A
This record from OMol25 describes a single C7H11N molecule. The level of theory is ωB97M-V with the def2-TZVPD basis set.

```
19
Properties=species:S:1:pos:R:3:mulliken_charge:R:1
H -0.25 -0.21 -1.89 0.282
C -0.04 1.42 0.03 -0.659
H 0.18 -1.77 1.30 0.263
H -0.68 -0.05 2.09 0.295
N -1.61 1.40 -0.11 -0.553
H -2.17 2.27 -0.27 0.211
C 0.33 -0.59 1.60 -1.282
C 0.42 -0.04 0.28 1.890
C -1.33 -1.60 -0.55 -0.523
H 3.99 -0.31 -1.18 0.323
H 1.32 -0.38 2.18 0.375
C -0.23 -0.79 -0.72 -0.854
H -2.00 0.83 -0.74 0.198
H -1.80 -2.08 0.36 0.259
H 0.48 1.69 1.04 0.335
H -1.97 -1.83 -1.59 0.214
H 0.41 1.76 -1.02 0.352
C 1.87 0.19 -0.25 -0.924
C 3.07 0.08 -0.55 -0.203
```

Summary:
Frontier orbital gap: 10.05 eV
E_LUMO: 0.90 eV
Net charge: 0
Molecular weight: 109.17 g mol⁻¹
Structure (SMILES): C#C[C@](C)(C=C)CN
2S+1: 1
E_HOMO: -9.15 eV


#B
This record from OMol25 describes a single C7H11N molecule. The level of theory is ωB97M-V with the def2-TZVPD basis set.

```
19
Properties=species:S:1:pos:R:3:mulliken_charge:R:1
H -2.51 -2.42 0.79 0.334
H -1.43 -1.46 1.81 0.335
H 4.66 0.24 0.20 0.288
C -0.86 -0.04 -0.21 0.733
C -2.32 -1.42 1.18 -0.974
C 1.63 0.78 -0.71 -1.112
H 4.26 1.75 1.00 0.291
C -3.16 -0.28 -0.97 -0.958
C 4.01 1.11 0.15 -1.144
C 0.27 0.33 -0.47 -0.039
H 4.26 1.60 -0.78 0.327
H 2.30 0.25 1.24 0.349
H -2.79 -0.64 -1.94 0.313
C 2.59 0.67 0.27 0.086
H 1.85 1.23 -1.68 0.238
N -2.12 -0.44 0.06 -0.025
H -3.44 0.76 -1.05 0.293
H -4.06 -0.86 -0.72 0.350
H -3.15 -1.14 1.83 0.314
```

Summary:
Frontier orbital gap: 8.20 eV
E_LUMO: 0.98 eV
Net charge: 0
Molecular weight: 109.17 g mol⁻¹
Structure (SMILES): C/C=C/C#CN(C)C
2S+1: 1
E_HOMO: -7.22 eV


Energy relative to the most stable one, in eV: #A 4.499; #B 0.000


#A
This record from OMol25 describes a molecular structure, C4H8N3S. The level of theory is ωB97M-V with the def2-TZVPD basis set.

```
16
Properties=species:S:1:pos:R:3:mulliken_charge:R:1
H -2.23 -0.82 1.59 0.245
N -0.19 1.25 0.19 -0.191
H -0.91 1.80 0.72 0.325
C 0.69 0.72 1.14 -0.460
H -1.61 0.45 -1.05 0.525
N 1.85 0.15 0.40 -0.367
H 0.23 -0.61 2.89 0.315
H 0.68 0.21 -2.24 0.391
H 0.07 -1.27 -1.85 0.377
H 1.11 1.46 1.75 0.536
C 0.39 -0.38 -1.48 -0.601
S -0.96 -1.19 1.11 0.019
C 1.64 -0.47 -0.63 -0.070
H 2.53 -0.84 -1.18 0.397
N -0.08 -0.17 2.03 -0.208
C -0.65 0.26 -0.63 -0.233
```

Summary:
Frontier orbital gap: 9.33 eV
E_LUMO: -4.57 eV
Net charge: +1
Molecular weight: 130.20 g mol⁻¹
2S+1: 1
E_HOMO: -13.90 eV


#B
This record from OMol25 describes a gas-phase ion, C4H8N3S (charge +1). The level of theory is ωB97M-V with the def2-TZVPD basis set.

```
16
Properties=species:S:1:pos:R:3:mulliken_charge:R:1
C -1.15 1.15 -0.63 0.571
C 0.88 0.78 0.53 0.048
H 0.29 -3.08 -0.11 0.263
H 2.79 -0.07 1.21 0.326
N -0.33 0.62 0.18 -0.391
H 2.32 -2.27 0.68 0.382
H -3.35 1.12 -0.80 0.253
H -2.75 0.23 0.31 0.256
C 1.52 -1.65 0.48 0.026
H 1.08 1.68 1.00 0.505
C 1.80 -0.33 0.77 -0.716
H 0.46 2.46 -1.73 0.211
H -0.50 -1.58 0.07 0.205
S -0.87 2.09 -2.03 -0.164
N -2.57 1.03 -0.17 -0.484
N 0.36 -2.17 0.24 -0.291
```

Summary:
Frontier orbital gap: 8.40 eV
E_LUMO: -4.76 eV
Net charge: +1
Molecular weight: 130.20 g mol⁻¹
2S+1: 1
E_HOMO: -13.16 eV


Energy relative to the most stable one, in eV: #A 1.286; #B 0.000


#A
This record from OMol25 describes 3 unconnected molecules or ions with the total composition H6O3. The level of theory is ωB97M-V with the def2-TZVPD basis set.

```
9
Properties=species:S:1:pos:R:3:mulliken_charge:R:1
H 0.78 -1.70 1.40 0.292
H 0.18 1.73 -0.47 0.317
O 0.38 -0.91 1.02 -0.658
H 0.75 -0.18 1.53 0.330
H 0.61 3.16 -0.77 0.313
H -1.09 -1.33 -0.08 0.394
H -0.84 -1.59 -1.57 0.294
O -1.53 -1.62 -0.90 -0.650
O 0.76 2.44 -0.16 -0.632
```

Summary:
Frontier orbital gap: 11.50 eV
E_LUMO: 0.55 eV
Net charge: 0
Molecular weight: 54.05 g mol⁻¹
Structure (SMILES): O.O.O
2S+1: 1
E_HOMO: -10.95 eV


#B
This record from OMol25 describes 3 unconnected molecules or ions with the total composition H6O3. The level of theory is ωB97M-V with the def2-TZVPD basis set.

```
9
Properties=species:S:1:pos:R:3:mulliken_charge:R:1
H 24.78 -14.95 10.01 0.304
H 29.72 -16.82 7.53 0.325
H 27.52 -15.89 7.74 0.393
H 27.43 -14.48 7.14 0.302
O 25.36 -14.21 9.81 -0.650
H 29.50 -17.27 8.98 0.324
O 26.89 -15.21 7.46 -0.673
H 25.64 -14.36 8.89 0.354
O 29.03 -17.07 8.16 -0.679
```

Summary:
Frontier orbital gap: 11.14 eV
E_LUMO: 0.45 eV
Net charge: 0
Molecular weight: 54.05 g mol⁻¹
Structure (SMILES): O.O.O
2S+1: 1
E_HOMO: -10.69 eV


#C
This record from OMol25 describes 3 unconnected molecules or ions with the total composition H6O3. The level of theory is ωB97M-V with the def2-TZVPD basis set.

```
9
Properties=species:S:1:pos:R:3:mulliken_charge:R:1
H 0.64 -1.77 0.24 0.316
O 0.64 1.13 -0.57 -0.678
H 1.16 -1.55 1.57 0.312
O -1.96 0.55 -0.73 -0.661
H -1.06 0.82 -0.95 0.412
H -2.03 0.40 0.20 0.274
H 1.54 1.12 -0.88 0.295
O 0.46 -1.25 0.96 -0.641
H 0.61 0.56 0.18 0.371
```

Summary:
Frontier orbital gap: 10.86 eV
E_LUMO: 0.35 eV
Net charge: 0
Molecular weight: 54.05 g mol⁻¹
Structure (SMILES): O.O.O
2S+1: 1
E_HOMO: -10.51 eV


#D
This record from OMol25 describes 3 unconnected molecules or ions with the total composition H6O3. The level of theory is ωB97M-V with the def2-TZVPD basis set.

```
9
Properties=species:S:1:pos:R:3:mulliken_charge:R:1
H 31.25 8.94 20.82 0.304
H 30.44 11.85 23.30 0.311
H 31.08 10.55 22.52 0.409
O 28.23 8.01 21.18 -0.651
O 31.25 11.23 23.12 -0.658
O 30.61 9.19 21.46 -0.681
H 27.32 8.56 21.36 0.316
H 27.82 7.18 21.16 0.305
H 29.97 8.49 21.28 0.345
```

Summary:
Frontier orbital gap: 10.62 eV
E_LUMO: 0.27 eV
Net charge: 0
Molecular weight: 54.05 g mol⁻¹
Structure (SMILES): O.O.O
2S+1: 1
E_HOMO: -10.35 eV


Energy relative to the most stable one, in eV: #A 0.124; #B 0.000; #C 0.228; #D 0.726


#A
This record from OMol25 describes a single C2H2O4S molecule. The level of theory is ωB97M-V with the def2-TZVPD basis set.

```
9
Properties=species:S:1:pos:R:3:mulliken_charge:R:1
H -0.25 0.97 0.03 0.316
O 1.52 -1.66 3.74 -0.461
S 2.08 -1.33 2.47 1.078
C 0.86 -0.43 0.90 0.662
O 1.66 0.17 1.78 -0.307
O 3.41 -1.71 2.07 -0.471
C -0.05 -0.02 0.05 -0.831
H -0.49 -0.65 -0.63 0.323
O 1.09 -1.86 1.34 -0.309
```

Summary:
Frontier orbital gap: 10.62 eV
E_LUMO: 0.26 eV
Net charge: 0
Molecular weight: 122.10 g mol⁻¹
2S+1: 1
E_HOMO: -10.36 eV


#B
This record from OMol25 describes a molecular structure, C2H2O4S. The level of theory is ωB97M-V with the def2-TZVPD basis set.

```
9
Properties=species:S:1:pos:R:3:mulliken_charge:R:1
O 0.46 1.28 0.57 -0.432
H 2.23 0.64 -0.04 0.354
S -1.67 0.68 0.88 0.751
O -1.72 0.00 -0.38 -0.457
C 1.10 0.41 0.00 0.195
O 0.48 -1.91 -0.65 -0.427
C 0.43 -0.72 -0.79 0.170
O -1.24 -0.11 2.02 -0.421
H -0.07 -0.26 -1.60 0.267
```

Summary:
Frontier orbital gap: 9.43 eV
E_LUMO: -0.81 eV
Net charge: 0
Molecular weight: 122.10 g mol⁻¹
2S+1: 1
E_HOMO: -10.25 eV


Energy relative to the most stable one, in eV: #A 0.262; #B 0.000